C5H7NPS | wB97M-V/def2-TZVPD

Its gap between HOMO and LUMO is 8.456 eV. The value obtained for the total energy is -988.603735 hartree. The energy above the lowest of the compared OMol25 structures with the same formula, charge and spin is 272.0 kJ/mol. As for the molecular weight: 144.16 g/mol. The HOMO energy is -13.2 eV. Its net charge is +1.

Geometry (Å):
C 0.312 -0.325 1.417
C 1.433 0.410 1.438
C 0.542 0.142 -1.867
C -1.336 -1.126 -0.161
C 0.078 0.933 -0.692
N -0.615 0.036 0.327
P 0.267 -1.451 -2.272
S 1.490 1.670 0.286
H -0.116 -1.095 2.083
H 2.202 0.394 2.233
H 1.121 0.953 -2.483
H -1.143 -1.924 0.702
H -2.350 -1.048 -0.602
H -0.567 1.801 -1.129
H -1.318 0.630 0.720

C5H7NS | wB97M-V/def2-TZVPD

Its gap between HOMO and LUMO is 9.852 eV. As for the SMILES: C#C[C@H]1SC[C@@H]1N. The value obtained for the total energy is -647.561206 hartree. The energy above the lowest of the compared OMol25 structures with the same formula, charge and spin is 251.6 kJ/mol. As for the molecular weight: 113.18 g/mol. The HOMO energy is -8.9 eV. Its net charge is 0.

Geometry (Å):
C -0.531 0.850 -0.343
C 0.011 1.454 1.033
C -0.087 -0.592 0.106
C 0.258 -1.480 -0.977
C 0.363 -2.191 -1.935
H -2.321 1.924 -0.809
H -2.565 0.559 -0.020
H 0.007 1.192 -1.233
H 0.360 2.482 0.817
H -0.773 1.469 1.814
H -0.904 -1.014 0.667
H 0.556 -2.812 -2.778
N -1.925 0.958 -0.745
S 1.189 0.078 1.216

C5H7NS | wB97M-V/def2-TZVPD

Its gap between HOMO and LUMO is 9.263 eV. The value obtained for the total energy is -647.558211 hartree. The energy above the lowest of the compared OMol25 structures with the same formula, charge and spin is 259.5 kJ/mol. As for the molecular weight: 113.18 g/mol. The HOMO energy is -8.3 eV. Its net charge is 0.

Geometry (Å):
C 1.087 0.940 -0.008
C 0.649 -0.124 1.026
C 0.616 -0.124 -1.077
C -0.907 -0.158 -0.760
C -0.819 -0.140 0.763
H 2.187 1.089 0.019
H 0.572 1.910 -0.111
H 1.149 -0.265 2.030
H 0.890 0.002 -2.081
H -1.585 0.494 -1.295
H -2.361 -1.296 0.134
H -1.484 0.418 1.445
N -1.373 -1.324 -0.037
S 1.380 -1.421 -0.048

C5H7NS2 | wB97M-V/def2-TZVPD

Its gap between HOMO and LUMO is 7.385 eV. As for the SMILES: CC(=S)/C(C=S)=C/N. The value obtained for the total energy is -1045.660479 hartree. The energy above the lowest of the compared OMol25 structures with the same formula, charge and spin is 482.0 kJ/mol. As for the molecular weight: 145.25 g/mol. The HOMO energy is -8.3 eV. Its net charge is 0.

Geometry (Å):
C 0.311 -2.226 0.305
C 0.801 -0.931 -0.190
C 0.008 0.220 -0.216
C 0.536 1.445 -0.352
C -1.496 0.067 0.022
H -0.797 -2.613 0.747
H 0.387 -3.086 -0.649
H 1.382 -2.364 1.049
H 1.717 1.411 -0.466
H 0.527 3.469 0.336
H -1.056 3.108 0.102
H -2.144 0.959 0.540
N -0.097 2.671 -0.223
S 2.435 -0.955 -0.472
S -2.515 -1.176 -0.533